[1]
The molecule C3H7NO3 in a non-equilibrium geometry, computed with ωB97M-V with the def2-TZVPD basis set.

Structure (XYZ):
```
14
Properties=species:S:1:pos:R:3:forces:R:3
N -1.511 -0.028 0.860 -0.468 0.192 0.325
C -0.733 -0.244 -0.249 3.296 0.815 -0.183
C -0.378 0.760 -1.100 -1.874 0.771 -0.238
O -0.839 2.049 -1.070 -0.181 -0.379 -0.344
C 1.043 -0.476 -0.048 -1.679 -1.416 0.395
O 1.103 -0.581 1.348 0.071 -0.037 0.038
O 1.327 -1.650 -0.725 0.434 -0.185 -0.063
H -1.569 0.901 1.268 0.235 -0.143 0.079
H -1.429 -0.739 1.570 -0.094 0.107 -0.082
H 0.192 0.576 -1.998 0.408 0.042 0.243
H -1.572 2.119 -0.446 0.066 -0.017 0.004
H 1.791 0.249 -0.385 -0.341 0.037 -0.059
H 2.026 -0.717 1.596 -0.024 0.030 -0.041
H 0.550 -2.219 -0.622 0.152 0.181 -0.074
```
Positions in Å, forces in eV/Å.

E_tot, Ha: -398.873904
Energy relative to the best compared isomer or geometry (same formula, charge and spin), kcal per mole: 102.8
Multiplicity: 1
E_HOMO, eV: -8.18
SMILES string: N/C(=C\O)C(O)O
Net charge: 0

Calculated atomic charges, method Löwdin, unit e:
1 N 0.050
2 C -0.228
3 C -0.185
4 O 0.041
5 C -0.392
6 O -0.013
7 O -0.005
8 H 0.083
9 H 0.084
10 H 0.131
11 H 0.093
12 H 0.139
13 H 0.103
14 H 0.100

---

[2]
The molecule C3H7NO3 in a non-equilibrium geometry, computed with ωB97M-V with the def2-TZVPD basis set.

Structure (XYZ):
```
14
Properties=species:S:1:pos:R:3:forces:R:3
N -1.436 -0.804 -0.276 -3.001 2.121 -0.491
C -0.340 0.167 -0.128 1.338 -1.375 -0.993
C 0.512 0.065 -1.432 2.222 -0.486 0.319
O 0.023 0.925 -2.413 -0.685 0.111 -1.307
C 0.440 -0.033 1.258 -0.553 4.545 1.740
O 1.064 0.940 1.735 -1.414 -3.757 -1.490
O -0.101 -1.062 1.987 2.273 -0.220 -2.980
H -1.374 -1.614 -0.877 1.071 0.134 -0.218
H -2.245 -0.264 -0.735 1.429 -1.183 1.269
H -0.752 1.187 0.042 0.295 -0.742 -0.526
H 1.565 0.357 -1.434 0.278 0.120 1.629
H 0.681 -1.011 -1.794 -1.203 0.885 0.557
H 0.746 0.982 -3.063 -0.792 0.236 0.175
H -0.129 -1.621 1.140 -1.259 -0.388 2.315
```
Positions in Å, forces in eV/Å.

E_tot, Ha: -398.925337
Energy relative to the best compared isomer or geometry (same formula, charge and spin), kcal per mole: 70.5
Multiplicity: 1
E_HOMO, eV: -9.86
SMILES string: N[C@H](CO)C(=O)O
Net charge: 0

Calculated atomic charges, method Löwdin, unit e:
1 N 0.010
2 C -0.248
3 C -0.259
4 O -0.065
5 C -0.418
6 O 0.065
7 O 0.078
8 H 0.073
9 H 0.125
10 H 0.165
11 H 0.114
12 H 0.134
13 H 0.101
14 H 0.125

---

[3]
The molecule C3H7NO3 in a non-equilibrium geometry, computed with ωB97M-V with the def2-TZVPD basis set.

Structure (XYZ):
```
14
Properties=species:S:1:pos:R:3:forces:R:3
N -1.128 0.294 -0.832 -1.563 -0.926 -6.243
C -0.498 -0.289 0.260 1.454 -4.231 -1.256
C 0.801 -1.004 -0.194 0.611 0.642 0.511
O 1.545 -0.029 -1.003 -1.895 -0.145 0.346
C -0.283 0.770 1.134 -1.496 5.430 5.960
O -1.236 1.217 1.820 2.674 -1.233 -1.883
O 0.936 1.364 1.243 -2.829 0.525 1.926
H -1.128 -0.466 -1.842 -0.629 3.039 4.322
H -2.059 0.692 -0.552 1.176 -0.790 -0.899
H -1.144 -0.988 0.723 -0.441 -1.073 0.955
H 0.461 -1.893 -0.763 0.662 0.327 0.085
H 1.486 -1.280 0.687 -1.224 0.147 -1.311
H 0.785 0.587 -1.252 1.308 -0.679 -0.317
H 1.462 1.024 0.570 2.191 -1.034 -2.197
```
Positions in Å, forces in eV/Å.

E_tot, Ha: -398.925862
Energy relative to the best compared isomer or geometry (same formula, charge and spin), kcal per mole: 70.2
Multiplicity: 1
E_HOMO, eV: -10.26
SMILES string: N[C@@H](CO)C(=O)O
Net charge: 0

Calculated atomic charges, method Löwdin, unit e:
1 N 0.022
2 C -0.441
3 C -0.148
4 O -0.110
5 C -0.474
6 O 0.083
7 O 0.156
8 H 0.240
9 H 0.122
10 H 0.146
11 H 0.120
12 H 0.157
13 H 0.093
14 H 0.035

---

[4]
A cluster of 2 separate species, C3H7NO3 in total in a non-equilibrium geometry, computed with ωB97M-V with the def2-TZVPD basis set.

Structure (XYZ):
```
14
Properties=species:S:1:pos:R:3:forces:R:3
O 1.462 1.262 1.251 -0.507 -0.079 -1.123
C 1.331 0.340 0.542 2.182 -1.440 2.485
N 1.392 -0.810 0.076 -0.862 0.629 -1.352
O 2.212 -1.795 0.651 0.268 0.526 0.408
H 2.338 -2.429 -0.070 -0.154 0.259 0.038
C -0.598 1.195 -0.671 -3.093 -0.808 0.117
C -1.427 -0.004 0.245 2.148 2.397 -0.933
O -1.268 -1.240 -0.293 1.277 -1.429 -0.441
H 0.343 1.167 -1.223 0.457 -0.564 0.760
H -1.270 1.205 -1.530 -0.198 0.255 -0.145
H -0.746 2.129 -0.137 0.351 0.145 -0.032
H -2.475 0.293 0.193 0.193 0.035 0.100
H -1.026 0.088 1.261 -0.369 -0.115 0.156
H -0.268 -1.402 -0.296 -1.694 0.188 -0.037
```
Positions in Å, forces in eV/Å.

E_tot, Ha: -398.839461
Energy relative to the best compared isomer or geometry (same formula, charge and spin), kcal per mole: 124.4
Multiplicity: 1
E_HOMO, eV: -9.79
SMILES string: O=C=NO.CCO
Net charge: 0

Calculated atomic charges, method Löwdin, unit e:
1 O 0.198
2 C -0.326
3 N -0.011
4 O 0.005
5 H 0.110
6 C -0.073
7 C -0.281
8 O -0.095
9 H 0.065
10 H 0.064
11 H 0.066
12 H 0.112
13 H 0.094
14 H 0.074

---

[5]
A structure of composition C3H7NO3 in a non-equilibrium geometry, computed with ωB97M-V with the def2-TZVPD basis set.

Structure (XYZ):
```
14
Properties=species:S:1:pos:R:3:forces:R:3
C -1.116 -0.280 -0.672 -1.237 2.173 -1.478
C 0.330 -0.051 -1.020 0.345 -0.244 0.705
C 1.141 -0.468 0.227 -2.055 -1.694 0.058
N 0.550 0.884 1.448 -0.626 0.340 0.017
O -1.770 0.444 0.067 0.405 -1.119 -0.112
O -1.709 -1.162 -1.492 0.176 -0.377 0.289
O 2.346 -0.510 0.261 0.796 -0.123 0.041
H -0.444 1.045 1.220 0.506 0.161 0.351
H -2.668 -1.163 -1.338 0.133 0.086 0.220
H 0.384 -1.265 0.704 1.750 0.668 0.149
H 1.123 1.704 1.287 -0.026 -0.007 0.017
H 0.674 0.559 2.398 0.016 0.008 -0.038
H 0.621 -0.728 -1.824 0.074 0.185 0.014
H 0.537 0.991 -1.265 -0.258 -0.059 -0.233
```
Positions in Å, forces in eV/Å.

E_tot, Ha: -398.963625
Energy relative to the best compared isomer or geometry (same formula, charge and spin), kcal per mole: 46.5
Multiplicity: 1
E_HOMO, eV: -8.80
Net charge: 0

Calculated atomic charges, method Löwdin, unit e:
1 C -0.524
2 C -0.058
3 C -0.500
4 N 0.128
5 O 0.060
6 O 0.121
7 O -0.030
8 H 0.063
9 H 0.134
10 H 0.148
11 H 0.098
12 H 0.097
13 H 0.130
14 H 0.133

---

[6]
The molecule C3H7NO3, computed with ωB97M-V with the def2-TZVPD basis set.

Structure (XYZ):
```
14
Properties=species:S:1:pos:R:3:forces:R:3
N 0.201 1.483 -0.267 -0.568 0.580 -0.272
C 0.125 0.248 0.499 0.015 0.004 0.804
C -1.211 -0.485 0.390 -0.192 0.190 0.499
O -1.467 -0.840 -0.950 -0.348 0.406 -0.018
C 1.249 -0.681 0.010 -0.136 -0.754 0.183
O 1.175 -1.889 0.086 0.114 0.736 -0.054
O 2.296 -0.044 -0.503 -0.341 0.702 0.036
H -0.311 1.346 -1.150 0.298 0.095 0.434
H -0.258 2.257 0.225 0.296 -0.419 -0.247
H 0.338 0.478 1.579 -0.135 -0.221 -0.883
H -1.180 -1.365 1.043 -0.089 0.092 -0.095
H -2.042 0.171 0.716 0.461 -0.265 -0.143
H -0.913 -1.591 -1.144 0.313 -0.499 -0.191
H 1.997 0.911 -0.536 0.312 -0.646 -0.052
```
Positions in Å, forces in eV/Å.

E_tot, Ha: -399.004223
Energy relative to the best compared isomer or geometry (same formula, charge and spin), kcal per mole: 21.0
Multiplicity: 1
E_HOMO, eV: -10.13
SMILES string: N[C@@H](CO)C(=O)O
Net charge: 0

Calculated atomic charges, method Löwdin, unit e:
1 N 0.036
2 C -0.293
3 C -0.227
4 O -0.044
5 C -0.505
6 O 0.098
7 O 0.112
8 H 0.105
9 H 0.100
10 H 0.173
11 H 0.125
12 H 0.131
13 H 0.080
14 H 0.111